No. 1
Molecular formula: C21H25N3O4S
Method: DFT, wB97M-V/def2-TZVPD

Calculated values
Orbital gap = 9.29 eV
2S+1 = 1
SMILES = COc1ccccc1C[C@@H](NC(C)=O)C(=O)N1CCN(C(=O)c2cccs2)CC1
Maximum force = 0.7 eV/Å

Structure (XYZ):
```
54
Properties=species:S:1:pos:R:3:lowdin_charge:R:1
C 4.508 0.055 0.143 -0.082
H 5.424 -0.542 0.097 0.099
O 3.377 -0.748 0.370 -0.102
C 3.336 -1.533 1.487 -0.233
C 4.289 -1.503 2.498 -0.022
C 4.155 -2.320 3.608 -0.087
C 3.076 -3.175 3.720 -0.092
C 2.130 -3.212 2.709 -0.037
C 2.240 -2.406 1.588 -0.156
C 1.197 -2.447 0.511 -0.073
H 1.620 -2.134 -0.443 0.132
H 0.805 -3.458 0.400 0.130
C 0.018 -1.512 0.839 -0.187
N 0.469 -0.134 0.924 0.103
C 0.438 0.725 -0.126 -0.501
O -0.204 0.497 -1.131 0.075
C 1.163 2.024 0.113 0.001
H 0.411 2.780 0.343 0.068
H 1.874 1.957 0.930 0.075
H 1.669 2.326 -0.800 0.071
H 1.133 0.043 1.662 0.141
H -0.403 -1.789 1.816 0.159
C -1.077 -1.687 -0.227 -0.424
O -0.917 -2.418 -1.182 0.075
N -2.282 -1.128 0.051 -0.041
C -2.581 -0.227 1.147 -0.105
H -1.665 0.225 1.523 0.112
C -3.514 0.891 0.651 -0.110
N -3.164 1.266 -0.700 -0.036
C -2.312 2.315 -0.865 -0.492
O -1.891 2.956 0.089 0.030
C -2.000 2.719 -2.242 -0.432
C -2.757 2.691 -3.382 -0.118
C -2.116 3.295 -4.480 -0.179
C -0.885 3.777 -4.160 -0.396
S -0.494 3.519 -2.513 1.098
H -0.182 4.271 -4.801 0.061
H -2.552 3.365 -5.461 0.101
H -3.749 2.281 -3.431 0.110
C -3.358 0.211 -1.676 -0.118
H -4.328 0.324 -2.177 0.123
H -2.556 0.268 -2.413 0.124
C -3.298 -1.156 -0.976 -0.108
H -3.023 -1.929 -1.695 0.125
H -4.258 -1.414 -0.519 0.125
H -4.559 0.569 0.659 0.125
H -3.406 1.772 1.285 0.126
H -3.067 -0.782 1.962 0.128
H 1.290 -3.887 2.783 0.117
H 2.973 -3.813 4.584 0.100
H 4.905 -2.283 4.385 0.103
H 5.142 -0.844 2.431 0.102
H 4.618 0.829 0.911 0.094
H 4.339 0.530 -0.822 0.096
```

=====

No. 2
Molecular formula: C33H37ClO2PbSi2
Method: DFT, wB97M-V/def2-TZVPD

Calculated values
Orbital gap = 6.23 eV
2S+1 = 1
Maximum force = 2.3 eV/Å

Structure (XYZ):
```
76
Properties=species:S:1:pos:R:3:lowdin_charge:R:1
C -1.816 -0.784 5.985 -0.242
C -2.733 -0.198 5.057 -0.234
C -2.928 -1.124 3.991 -0.257
H -3.316 0.704 5.235 0.088
C -2.124 -2.271 4.241 -0.260
C -1.429 -2.063 5.474 -0.261
H -0.855 -2.811 6.017 0.085
H -1.599 -0.409 6.981 0.083
H -3.672 -1.034 3.186 0.098
H -2.138 -3.200 3.658 0.094
Pb -0.262 -0.319 3.529 1.348
Si 2.925 0.189 -4.537 0.708
C 1.966 1.678 -5.066 -0.357
C 2.416 2.482 -6.129 -0.104
H 3.337 2.216 -6.658 0.095
C 1.679 3.613 -6.505 -0.091
H 2.026 4.232 -7.338 0.103
C 0.512 3.952 -5.818 -0.091
H -0.056 4.843 -6.107 0.104
C 0.061 3.155 -4.758 -0.084
H -0.860 3.404 -4.227 0.087
C 0.794 2.024 -4.376 -0.107
H 0.452 1.407 -3.536 0.099
C 2.034 -1.350 -5.037 -0.335
C 0.839 -1.303 -5.774 -0.094
H 0.425 -0.339 -6.091 0.099
C 0.168 -2.489 -6.106 -0.086
H -0.773 -2.438 -6.656 0.101
C 0.703 -3.726 -5.730 -0.094
H 0.178 -4.649 -5.991 0.101
C 1.907 -3.780 -5.021 -0.094
H 2.329 -4.747 -4.730 0.102
C 2.576 -2.601 -4.679 -0.112
H 3.525 -2.640 -4.133 0.100
H 3.095 0.252 -3.072 -0.025
Si 0.006 0.048 0.874 0.105
C -0.674 -1.600 0.359 -0.353
C -1.872 -1.646 -0.390 -0.089
H -2.430 -0.736 -0.591 0.095
C -2.399 -2.876 -0.820 -0.086
H -3.285 -2.897 -1.461 0.101
C -1.802 -4.081 -0.424 -0.095
H -2.192 -5.049 -0.803 0.108
C -0.704 -4.049 0.450 -0.094
H -0.283 -4.993 0.806 0.101
C -0.168 -2.822 0.864 -0.128
H 0.607 -2.835 1.630 0.088
C -1.215 1.408 0.541 -0.341
C -2.419 1.726 1.234 -0.089
H -2.676 1.253 2.184 0.077
C -3.317 2.677 0.716 -0.088
H -4.264 2.901 1.224 0.105
C -3.015 3.369 -0.466 -0.093
H -3.729 4.107 -0.888 0.109
C -1.797 3.121 -1.112 -0.086
H -1.540 3.669 -2.022 0.085
C -0.895 2.179 -0.596 -0.121
H 0.070 2.051 -1.076 0.069
H 4.217 0.196 -5.255 -0.020
Cl 1.991 0.291 0.385 0.270
C -0.247 2.650 5.225 -0.062
O 0.462 1.963 4.162 -0.384
C 1.903 1.994 4.192 -0.178
C 2.473 0.842 5.008 -0.170
O 2.021 -0.394 4.415 -0.400
C 2.220 -1.610 5.151 -0.092
H -1.297 2.665 4.907 0.089
H -0.207 2.135 6.209 0.097
H 0.144 3.673 5.317 0.094
H 2.202 1.893 3.140 0.119
H 2.270 2.951 4.617 0.140
H 3.579 0.859 4.975 0.140
H 2.118 0.912 6.060 0.138
H 3.290 -1.824 5.246 0.094
H 1.736 -1.586 6.149 0.100
H 1.732 -2.415 4.585 0.083
```

=====

No. 3
Molecular formula: C13H16
Method: DFT, wB97M-V/def2-TZVPD

Calculated values
Orbital gap (alpha / beta) = 7.15 / 7.09 eV
2S+1 = 1
Maximum force = 5.6 eV/Å

Structure (XYZ):
```
29
Properties=species:S:1:pos:R:3:lowdin_charge:R:1
C 3.124 1.547 0.451 -0.070
C 3.645 0.259 0.206 -0.118
C 1.771 1.672 0.290 -0.102
C 2.808 -0.730 -0.070 -0.098
C -0.454 1.148 0.162 0.021
C 0.847 0.687 0.100 -0.150
C 1.398 -0.708 -0.146 -0.194
C 0.738 -1.781 -0.513 -0.016
C -1.974 -0.934 -0.023 0.070
C -1.830 0.518 0.193 -0.586
C 0.835 -3.144 -0.994 -0.094
C -2.740 1.250 -0.882 -0.053
C -2.469 0.758 1.635 -0.028
H 3.732 2.466 0.572 0.113
H 4.778 0.000 0.319 0.140
H 1.326 2.612 0.325 0.088
H 3.237 -1.734 -0.311 0.127
H -0.618 2.242 0.412 0.130
H -2.290 -1.175 -1.030 0.054
H -1.186 -1.663 0.331 0.052
H 1.077 -3.715 -0.183 0.047
H 1.243 -3.260 -2.064 0.124
H -0.245 -3.451 -1.113 0.088
H -2.409 0.880 -1.877 0.092
H -2.539 2.330 -0.780 0.074
H -3.797 1.194 -0.665 0.073
H -1.938 0.370 2.425 0.050
H -3.460 0.435 1.546 0.048
H -2.612 1.927 1.685 0.120
```

=====

No. 4
Molecular formula: C6H15NO
Method: DFT, wB97M-V/def2-TZVPD

Calculated values
Orbital gap = 9.46 eV
2S+1 = 1
SMILES = C/C=C(\C)CCN.O
Maximum force = 4.7 eV/Å

Structure (XYZ):
```
23
Properties=species:S:1:pos:R:3:lowdin_charge:R:1
C -0.129 2.924 0.349 -0.317
C -0.811 2.140 -0.786 -0.159
C -0.365 0.590 -0.891 -0.280
C -0.985 -0.197 -1.803 -0.122
C -0.820 -1.717 -1.817 -0.102
C 0.675 0.221 0.064 -0.089
N -0.776 2.827 1.655 -0.018
H 1.004 2.533 0.405 0.113
H -0.074 4.022 0.043 0.119
H -0.883 2.800 -1.724 0.124
H -1.850 2.130 -0.468 0.087
H -1.800 0.119 -2.569 0.134
H -0.216 -1.836 -2.735 0.088
H -0.331 -2.042 -0.886 0.069
H -1.670 -2.252 -1.817 0.019
H 0.387 0.210 1.082 0.080
H 0.981 -0.730 -0.353 0.067
H 1.609 0.764 0.037 0.076
H -1.325 2.082 1.969 0.037
H -0.996 3.718 2.127 0.075
H 3.386 -5.711 2.366 0.051
H 2.241 -6.653 2.666 0.032
O 2.749 -5.942 3.086 -0.083
```

=====

Short version: relative energy (zero: lowest compared OMol25 entry of this formula, charge and spin) = 20.8 24.2 147.7 75.2 kcal/mol, in the order given.